[1]
# C12H18F6NaO9P

A molecular structure, C12H18F6NaO9P at a distorted geometry (ωB97M-V/def2-TZVPD, the Open Molecules 2025 dataset).

Last column: Löwdin charge in e.
Atoms and positions in Å:
Na 1.3043 0.9066 -1.0301  0.534
P 3.8298 2.7132 -0.8514  0.178
F 3.5751 2.0979 -2.3343  -0.161
F 2.2306 2.9933 -0.5878  -0.184
F 3.5489 1.1888 -0.3257  -0.183
F 4.0673 3.2122 0.6852  -0.165
F 5.4148 2.4591 -1.0156  -0.148
F 4.0289 4.2052 -1.3902  -0.135
C -1.7885 -1.9783 2.7367  -0.019
C -0.3844 -2.3563 2.3401  -0.295
C -0.0718 -2.2261 0.8320  -0.076
O 0.9915 -1.2927 0.7687  0.054
C 1.2629 -0.7851 1.9893  -0.579
O 1.9982 0.1157 2.1702  0.197
O 0.5665 -1.4556 2.9245  0.084
H -2.4745 -2.7060 2.2939  0.093
H -2.0473 -1.0285 2.2671  0.078
H -1.9238 -1.8989 3.8110  0.089
H -0.1150 -3.3367 2.7411  0.151
H -0.9459 -1.8122 0.3255  0.131
H 0.2094 -3.1782 0.3899  0.134
C -0.7063 1.6773 5.0875  -0.021
C -1.2627 2.2503 3.8114  -0.294
C -0.4940 3.4672 3.2764  -0.048
O -0.6240 3.2622 1.8638  0.097
C -0.7536 1.9673 1.6186  -0.560
O -0.5858 1.4969 0.5333  0.153
O -1.1403 1.3121 2.7252  0.069
H 0.3247 1.3222 4.9928  0.097
H -1.1999 0.7456 5.3769  0.084
H -0.7625 2.4066 5.8945  0.093
H -2.3534 2.3455 3.8797  0.160
H 0.5650 3.4532 3.5356  0.147
H -0.9268 4.4173 3.5758  0.139
C -1.4621 -1.8998 -6.6117  -0.022
C -1.5097 -2.0418 -5.1099  -0.316
C -0.4103 -2.9253 -4.4687  -0.078
O -0.1701 -2.2558 -3.2489  0.083
C -0.6551 -1.0042 -3.2758  -0.521
O -0.4605 -0.1339 -2.4799  0.161
O -1.3433 -0.7994 -4.4247  0.096
H -2.2128 -1.1697 -6.9160  0.090
H -1.6964 -2.8382 -7.1150  0.092
H -0.4933 -1.5723 -6.9914  0.092
H -2.5132 -2.3699 -4.8192  0.155
H 0.4288 -3.0483 -5.1519  0.137
H -0.8595 -3.9026 -4.2985  0.136

Values from the calculation:
**LUMO level**: -0.0027 Eh
**Charge**: 0
**HOMO energy**: -11.2 eV
**Maximum force**: 2.244 eV Å⁻¹



[2]
# C12H18IN2

A molecular structure, C12H18IN2 at a distorted geometry (ωB97M-V/def2-TZVPD, the Open Molecules 2025 dataset).

Last column: Löwdin charge in e.
Atoms and positions in Å:
C -0.4692 -0.6900 2.9376  -0.018
C -1.1416 -1.8530 2.8545  -0.110
C -1.4828 -1.5903 0.4749  -0.134
C -0.2633 0.0772 1.7487  -0.121
C -0.7161 -0.4641 0.5237  -0.170
C -1.7782 -2.2587 1.6435  -0.669
C 0.6432 1.2891 1.9139  -0.118
C 0.4105 2.2953 0.8135  -0.221
C -0.4729 0.3041 -0.7380  -0.299
C 0.8051 0.1622 -2.9933  -0.067
C 1.7049 -1.0454 -0.9405  -0.030
C 0.5078 -0.4693 -1.6574  -0.397
N -1.5574 0.7387 -1.3364  0.190
N 0.8168 1.6961 -0.4277  0.098
I -2.9317 -4.0205 1.4578  0.895
H -0.1374 -0.3792 3.8768  0.107
H -1.3585 -2.5347 3.6895  0.111
H -1.8702 -1.7866 -0.5247  0.117
H 0.5406 1.6507 2.9325  0.122
H 1.7667 1.0283 1.7994  0.157
H -0.6142 2.7191 0.8366  0.146
H 0.9502 3.2248 1.0468  0.132
H 1.1514 -0.5650 -3.7336  0.096
H 1.5375 0.9199 -3.0644  0.064
H -0.1751 0.5425 -3.4764  0.107
H 1.2783 -1.6363 -0.1083  0.103
H 2.4037 -0.2517 -0.6846  0.068
H 2.1926 -1.6230 -1.7823  0.121
H -0.1246 -1.3736 -2.0309  0.176
H -2.3558 1.2754 -1.0554  0.140
H -1.7181 0.8087 -2.3355  0.121
H 0.6005 2.3778 -1.0853  0.109
H 1.8573 1.4314 -0.5749  0.175

Values from the calculation:
**LUMO level**: -0.1016 Eh
**Energy relative to the best compared isomer or geometry (same formula, charge and spin)**: 49.4 kcal/mol
**Charge**: +1
**HOMO energy**: -11.6 eV
**Maximum force**: 4.570 eV Å⁻¹



[3]
# C12H18N2O3S

A single C12H18N2O3S molecule at a distorted geometry (ωB97M-V/def2-TZVPD, the Open Molecules 2025 dataset).

Last column: Löwdin charge in e.
Atoms and positions in Å:
O 1.7317 2.0983 0.4535  0.080
O -0.6980 -1.6964 -0.4846  0.070
O 1.7165 3.5434 -1.2719  0.094
S 2.3634 1.4537 -3.2809  1.045
C 1.7811 2.3193 -0.7361  -0.565
C 0.0784 -1.2061 0.3227  -0.424
C 2.0823 -0.2697 -3.6434  -0.321
C 1.8467 1.1988 -1.6353  -0.403
C 1.5152 -0.1164 -1.3906  -0.183
C 1.6363 -0.9969 -2.5949  -0.273
N 1.1833 -0.5082 -0.0990  0.152
N -1.6312 -0.7904 2.1111  -0.022
C 1.4530 -2.4968 -2.6273  -0.039
C -0.1396 -2.7421 2.2677  -0.044
C -2.4068 2.7351 0.8277  -0.111
C -1.8849 0.6583 2.1481  -0.219
C -0.2783 -1.2900 1.7950  -0.322
C -2.1586 1.2206 0.7600  -0.254
H 1.6739 4.1836 -0.5056  0.160
H 2.3359 -0.7296 -4.5818  0.075
H 1.4982 0.1617 0.6148  0.127
H -2.3316 -1.2405 1.5344  0.112
H 0.3903 -2.7351 -2.5902  0.073
H 1.9635 -2.9106 -3.5070  0.082
H 1.8446 -2.9343 -1.6948  0.087
H -0.3514 -2.8239 3.3560  0.091
H -0.8509 -3.3549 1.7235  0.078
H 0.8485 -3.1246 2.0766  0.073
H -2.8049 3.0590 -0.1348  0.069
H -1.4419 3.2535 1.0226  0.076
H -3.1099 2.9723 1.6200  0.065
H -2.8058 0.7809 2.7426  0.121
H -1.0743 1.1860 2.6022  0.109
H 0.4548 -0.7003 2.3642  0.143
H -3.0691 0.7491 0.3781  0.113
H -1.3607 1.0931 0.0576  0.085

Values from the calculation:
**LUMO level**: 0.0071 Eh
**Energy relative to the best compared isomer or geometry (same formula, charge and spin)**: 25.1 kcal/mol
**Charge**: 0
**HOMO energy**: -8.6 eV
**SMILES**: CCCN[C@@H](C)C(=O)Nc1c(C)csc1C(=O)O
**Maximum force**: 2.320 eV Å⁻¹



[4]
# C12H18N3O3

3 unconnected molecules or ions with the total composition C12H18N3O3 at a distorted geometry (ωB97M-V/def2-TZVPD, the Open Molecules 2025 dataset).

Last column: Löwdin charge in e.
Atoms and positions in Å:
C 2.2566 -3.8744 0.7235  -0.081
C 1.2159 -3.0805 -0.1766  -0.265
O 0.1453 -2.7328 0.6964  -0.198
N -0.8686 -2.0729 0.0070  -0.079
C -2.1127 -2.9158 0.0440  -0.115
C -1.7845 -4.4487 -0.1720  -0.712
O -1.7760 -5.2612 0.7688  -0.083
O -1.4863 -4.8269 -1.3770  -0.152
H 1.6271 -4.4000 1.4912  0.083
H 2.8839 -3.1034 1.2365  0.060
H 2.8589 -4.6029 0.1371  0.065
H 1.7571 -2.1985 -0.6086  0.096
H 0.8676 -3.7661 -0.9979  0.114
H -1.1023 -1.2669 0.5994  0.101
H -2.8094 -2.6206 -0.7851  0.107
H -2.5794 -2.7345 1.0533  0.104
N 0.5275 1.3132 -2.8358  0.006
C -0.1500 0.5785 -1.9001  -0.122
C -1.2034 1.3344 -1.4534  -0.120
C -1.1630 2.5710 -2.1507  -0.137
C -0.0853 2.5273 -2.9987  -0.159
H 1.3482 1.0074 -3.3279  0.143
H 0.1748 -0.4154 -1.6321  0.089
H -1.9241 1.0330 -0.7098  0.092
H -1.8472 3.3987 -2.0431  0.087
H 0.2973 3.2517 -3.6997  0.099
N 0.5046 3.3478 0.9380  0.019
C 1.5858 3.3866 1.7739  -0.143
C 1.1763 3.9136 2.9727  -0.125
C -0.2079 4.1979 2.8558  -0.124
C -0.5929 3.8348 1.5899  -0.145
H 0.5146 3.0105 -0.0124  0.119
H 2.5512 3.0382 1.4446  0.103
H 1.8011 4.0751 3.8372  0.084
H -0.8496 4.6197 3.6135  0.084
H -1.5510 3.8820 1.0981  0.103

Values from the calculation:
**LUMO level**: 0.0948 Eh
**Charge**: -1
**HOMO energy**: -3.8 eV
**Maximum force**: 3.163 eV Å⁻¹



[5]
# C12H18N6

6 unconnected molecules or ions with the total composition C12H18N6 at a distorted geometry (ωB97M-V/def2-TZVPD, the Open Molecules 2025 dataset).

Last column: Löwdin charge in e.
Atoms and positions in Å:
C -5.2472 2.8056 3.0792  -0.077
C -4.3281 1.8517 2.4639  -0.284
N -3.6183 1.0899 1.9728  0.121
H -6.1798 2.7316 2.5198  0.082
H -4.8491 3.8158 2.9834  0.078
H -5.4299 2.7348 4.1514  0.082
C 5.6503 3.1856 -1.7305  -0.079
C 5.4437 4.5436 -2.2600  -0.271
N 5.3464 5.6198 -2.7226  0.113
H 6.7121 3.0066 -1.8998  0.077
H 5.0876 2.4017 -2.2375  0.081
H 5.4386 3.1206 -0.6632  0.079
C -0.9245 -0.5360 -1.6843  -0.068
C -0.0261 0.5825 -1.3602  -0.290
N 0.6290 1.4619 -1.0687  0.119
H -1.6419 -0.0404 -2.3384  0.076
H -1.4621 -1.1173 -0.9352  0.085
H -0.4453 -1.1277 -2.4642  0.077
C -3.4503 -5.5089 0.4209  -0.070
C -3.3859 -5.0985 1.8150  -0.301
N -3.3320 -4.7366 2.9048  0.124
H -2.7127 -6.2880 0.2286  0.084
H -3.2191 -4.5743 -0.0900  0.081
H -4.4579 -5.8628 0.2025  0.083
C -0.0994 5.2171 2.0542  -0.071
C -0.4368 5.7567 0.7162  -0.278
N -0.6873 6.2662 -0.2759  0.121
H 0.7799 4.5731 2.0425  0.078
H -0.9702 4.6123 2.3073  0.070
H 0.0989 5.9431 2.8427  0.078
C 3.9941 -6.3277 -1.9999  -0.072
C 2.8697 -5.5083 -1.4282  -0.261
N 1.9519 -4.9290 -1.0390  0.110
H 4.0698 -6.0559 -3.0527  0.075
H 3.8133 -7.3862 -1.8124  0.075
H 5.0184 -6.2227 -1.6423  0.074

Values from the calculation:
**LUMO level**: 0.0173 Eh
**Energy relative to the best compared isomer or geometry (same formula, charge and spin)**: 32.7 kcal/mol
**Charge**: 0
**HOMO energy**: -11.3 eV
**SMILES**: CC#N.CC#N.CC#N.CC#N.CC#N.CC#N
**Maximum force**: 3.291 eV Å⁻¹



[6]
# C12H18O2

A single C12H18O2 molecule at a distorted geometry (ωB97M-V/def2-TZVPD, the Open Molecules 2025 dataset).

Last column: Löwdin charge in e.
Atoms and positions in Å:
C -1.7482 -0.8215 0.3994  -0.141
C -2.0273 -1.4135 1.5382  0.092
C 3.2781 -0.3292 0.0930  -0.242
C 2.6569 1.0410 0.1259  -0.137
C 2.2371 -1.3082 -0.3923  -0.098
C -2.1217 1.0568 -1.2368  -0.067
C -0.0097 1.5978 0.2126  -0.080
C -2.8759 -0.0036 -0.3111  -0.342
C 1.2128 0.7372 0.7143  -0.228
C 0.8346 -0.7100 0.3712  -0.148
C -0.6867 0.7849 -0.9646  -0.237
C -0.4598 -0.6228 -0.4554  -0.363
O -3.7957 0.5889 0.5064  -0.008
O -0.4356 -1.6157 -1.5494  0.005
H -1.2907 -2.1455 1.8575  0.073
H -2.9330 -1.3177 2.0410  0.054
H 4.2033 -0.3403 -0.5811  0.136
H 3.6877 -0.5548 0.9899  0.069
H 3.1720 1.6071 0.9304  0.113
H 2.6463 1.6605 -0.7531  0.104
H 1.9561 -1.3099 -1.5322  0.141
H 2.4652 -2.3357 0.0563  0.120
H -2.4884 0.7859 -2.2636  0.131
H -2.4972 2.0293 -1.0056  0.107
H -0.6414 1.7015 1.0485  0.088
H 0.1859 2.6114 -0.1509  0.118
H -3.4882 -0.6497 -1.0049  0.164
H 1.2081 0.9476 1.8255  0.148
H 0.7978 -1.3151 1.2653  0.122
H 0.0346 1.0084 -1.7796  0.162
H -3.2489 0.8934 1.2248  0.088
H 0.1718 -2.2585 -1.2196  0.053

Values from the calculation:
**LUMO level**: 0.0303 Eh
**Energy relative to the best compared isomer or geometry (same formula, charge and spin)**: 44.2 kcal/mol
**Charge**: 0
**HOMO energy**: -9.3 eV
**SMILES**: C=C1[C@@H](O)C[C@H]2C[C@@H]3CCC[C@@H]3[C@@]12O
**Maximum force**: 5.252 eV Å⁻¹



[7]
# C12H18O4

A single C12H18O4 molecule at a distorted geometry (ωB97M-V/def2-TZVPD, the Open Molecules 2025 dataset).

Last column: Löwdin charge in e.
Atoms and positions in Å:
O -0.7269 1.8445 -0.3869  0.105
O -0.7664 1.1489 -3.1895  -0.001
O -2.9417 -0.6803 1.8578  0.006
O -2.0394 -0.0511 -0.1026  0.053
C -1.4054 0.8903 -0.8414  -0.386
C -2.7960 0.1676 -2.7735  0.151
C -0.5387 -2.1510 1.3657  0.092
C -1.6400 0.7307 -2.2586  -0.286
C -0.5745 -0.8306 1.6826  -0.234
C 0.5753 1.0439 -2.8764  -0.098
C 1.2011 0.0095 -2.2075  -0.080
C -1.7907 -0.0250 1.3081  -0.318
C 0.1742 0.5213 3.6545  -0.086
C 2.9487 -0.0506 -0.5060  -0.117
C 0.5851 -0.0883 2.3110  -0.215
C 2.6800 0.0749 -1.9731  -0.279
H -3.3455 -1.2055 1.1304  0.114
H -2.8900 0.0680 -3.8658  0.085
H -3.6266 -0.1440 -2.1401  0.071
H 0.3399 -2.7729 1.5805  0.072
H -1.3860 -2.6456 0.8895  0.069
H 1.1928 1.8861 -3.2112  0.130
H 0.6544 -0.8958 -1.9086  0.126
H -1.6677 0.9969 1.6676  0.148
H -0.2246 -0.2426 4.3288  0.085
H 1.0683 0.9823 4.0647  0.072
H -0.5800 1.3029 3.5596  0.071
H 4.0024 -0.0446 -0.3137  0.062
H 2.4431 -0.9268 -0.0778  0.074
H 2.5390 0.8512 0.0140  0.087
H 0.8822 0.6989 1.6440  0.088
H 1.4472 -0.7176 2.4982  0.109
H 3.1365 -0.7597 -2.5586  0.122
H 3.0698 1.0141 -2.3656  0.107

Values from the calculation:
**LUMO level**: 0.0094 Eh
**Energy relative to the best compared isomer or geometry (same formula, charge and spin)**: 86.4 kcal/mol
**Charge**: 0
**HOMO energy**: -8.7 eV
**SMILES**: C=C(O/C=C/CC)C(=O)O[C@@H](O)C(=C)CC
**Maximum force**: 5.180 eV Å⁻¹